ORCA calculation (ωB97M-V with the def2-TZVPD basis set) on C30H32FeN3O4Se2 as an isolated structure in a non-equilibrium geometry.

Output
LUMO (spin up / spin down) = 2.024 / 2.074 eV
Net charge = -1
HOMO-LUMO gap (spin up / spin down) = 4.28 / 7.23 eV
2S+1 = 5
Energy relative to the best compared isomer or geometry (same formula, charge and spin) = 2.9 kcal per mole
<S²> = 6.137
Highest occupied orbital energy (spin up / spin down) = -2.26 / -5.16 eV

Each line ends with the Mulliken charge.
Positions of all 72 atoms, in Å:
Fe -2.44 -0.97 -1.14  -0.6282
C -3.49 1.11 2.39  -0.8350
C -2.79 2.31 2.25  -0.8831
C -2.03 2.54 1.12  -0.1383
C -1.96 1.58 0.10  0.6013
C -2.60 0.34 0.28  0.0725
C -3.37 0.13 1.42  0.4286
C -1.26 1.75 -1.16  0.9083
C -0.52 2.88 -1.50  -0.1554
C 0.15 2.95 -2.70  -1.6419
C 0.07 1.85 -3.61  1.5430
C 0.74 1.82 -4.84  -0.9854
C 0.60 0.75 -5.71  -0.5822
C -0.22 -0.32 -5.36  -0.8271
C -0.88 -0.33 -4.15  -0.6061
C -0.75 0.74 -3.24  0.2628
N -1.39 0.70 -2.03  -0.5579
H -4.12 0.95 3.26  0.3926
H -2.86 3.07 3.02  0.3970
H -1.50 3.48 1.02  0.3803
H -3.89 -0.82 1.53  0.5342
H -0.46 3.71 -0.80  0.4329
H 0.73 3.83 -2.96  0.3425
H 1.38 2.65 -5.10  0.3834
H 1.12 0.75 -6.66  0.3732
H -0.35 -1.15 -6.05  0.4412
H -1.53 -1.15 -3.88  0.5515
O -4.43 -1.09 -1.10  -0.7367
Se -4.42 -2.20 -2.36  1.2428
O -5.03 -1.60 -3.70  -0.7162
O -2.74 -2.34 -2.48  -0.6893
O -5.08 -3.59 -1.92  -0.7240
C 2.84 -2.60 -1.61  -1.1005
C 3.38 -1.45 -0.76  -0.0444
C 2.94 -0.08 -1.27  -1.0084
C 1.44 0.17 -1.15  -0.8728
N 0.99 0.22 0.23  1.7633
C 0.25 -0.71 0.86  -0.8935
Se -0.71 -2.07 -0.01  -0.0910
N 0.06 -0.30 2.14  1.9924
C -0.63 -1.03 3.18  -1.6256
C 0.34 -1.61 4.22  -0.7867
C 1.34 -2.62 3.65  -0.0709
C 0.68 -3.91 3.15  -1.1041
C 0.65 0.93 2.31  0.2982
C 0.73 1.78 3.41  -1.2392
C 1.39 2.98 3.23  -0.8353
C 1.97 3.32 2.01  -1.0211
C 1.90 2.47 0.91  -0.9353
C 1.24 1.27 1.09  0.9250
H 3.34 -3.54 -1.35  0.3951
H 3.00 -2.40 -2.67  0.3128
H 1.77 -2.74 -1.43  0.1525
H 4.48 -1.48 -0.75  0.4490
H 3.05 -1.58 0.28  -0.0763
H 3.20 0.01 -2.33  0.5675
H 3.48 0.71 -0.73  0.2705
H 0.88 -0.62 -1.65  0.5232
H 1.18 1.12 -1.63  -0.4781
H -1.20 -1.82 2.70  0.6462
H -1.34 -0.35 3.66  0.4791
H -0.26 -2.10 4.99  0.5096
H 0.89 -0.80 4.69  0.3155
H 2.06 -2.86 4.44  0.4078
H 1.89 -2.16 2.83  -0.0421
H 0.01 -4.32 3.90  0.3121
H 1.44 -4.66 2.92  0.3891
H 0.11 -3.73 2.24  0.1597
H 0.27 1.52 4.36  0.4815
H 1.47 3.67 4.06  0.4057
H 2.47 4.27 1.91  0.4180
H 2.34 2.75 -0.03  0.4703

=====

ORCA calculation (ωB97M-V with the def2-TZVPD basis set) on a 2-piece molecular cluster, C23H33N2O2 overall in a non-equilibrium geometry.

Output
LUMO = -4.073 eV
Net charge = +1
HOMO-LUMO gap = 6.51 eV
2S+1 = 1
Energy relative to the best compared isomer or geometry (same formula, charge and spin) = 52.6 kcal per mole
Highest occupied orbital energy = -10.58 eV

Each line ends with the Mulliken charge.
Positions of all 60 atoms, in Å:
C -2.61 3.44 0.71  -0.7008
O -1.24 3.64 0.30  -0.3374
C -0.68 2.52 -0.18  -0.1479
O -1.31 1.49 -0.36  -0.5257
C 0.78 2.75 -0.52  0.8059
C 0.93 3.66 -1.76  -0.6518
C 2.02 3.02 -2.61  -0.6698
C 2.55 1.83 -1.80  -0.7554
N 1.50 1.53 -0.82  0.6715
C 1.86 0.76 0.31  0.3797
C 0.97 -0.09 0.92  -0.3772
C 1.37 -0.96 2.06  -0.3140
C 2.84 -0.85 2.49  -1.0576
C 3.38 0.57 2.34  -1.0622
C 3.23 1.05 0.89  -0.8506
H -2.93 4.41 1.08  0.2763
H -3.22 3.12 -0.15  0.2822
H -2.67 2.68 1.50  0.2724
H 1.22 3.26 0.36  0.2198
H -0.02 3.75 -2.31  0.3314
H 1.21 4.65 -1.39  0.3987
H 1.61 2.67 -3.57  0.2701
H 2.83 3.72 -2.83  0.3249
H 2.79 0.95 -2.41  0.3253
H 3.48 2.15 -1.30  0.3654
H -0.09 0.07 0.67  0.0982
H 0.70 -0.74 2.91  0.3112
H 1.23 -2.02 1.84  -0.0036
H 2.94 -1.19 3.53  0.4348
H 3.43 -1.54 1.86  0.3346
H 2.81 1.24 3.01  0.3442
H 4.43 0.62 2.66  0.4428
H 4.00 0.57 0.26  0.3294
H 3.46 2.13 0.87  0.4561
C -4.99 -1.75 2.34  -0.7608
N -4.13 -1.63 1.17  0.1151
C -4.72 -1.71 -0.15  -0.8155
C -2.81 -1.51 1.30  -0.5798
C -1.95 -1.43 0.19  -0.1284
C -0.63 -1.87 0.32  -1.1271
C 0.18 -2.27 -0.82  1.1822
C 1.05 -3.37 -0.73  -0.4593
C 1.79 -3.75 -1.85  -0.7275
C 1.70 -3.00 -3.04  -0.4596
C 0.88 -1.87 -3.10  -0.6023
C 0.12 -1.50 -1.99  -0.2236
H -6.01 -1.92 1.99  0.2349
H -4.66 -2.58 2.97  0.3422
H -4.97 -0.83 2.95  0.3312
H -5.81 -1.78 -0.03  0.3139
H -4.47 -0.83 -0.76  0.3260
H -4.35 -2.60 -0.68  0.3197
H -2.40 -1.54 2.32  0.5334
H -2.34 -1.06 -0.76  0.2770
H -0.44 -2.36 1.28  0.9791
H 1.13 -3.91 0.21  0.3652
H 2.43 -4.63 -1.79  0.4066
H 2.30 -3.28 -3.90  0.4059
H 0.83 -1.26 -4.00  0.4436
H -0.49 -0.59 -1.99  0.0874

=====

Copy entry 2 word for word.
ORCA calculation (ωB97M-V with the def2-TZVPD basis set) on a 2-piece molecular cluster, C23H33N2O2 overall in a non-equilibrium geometry.

Output
LUMO = -4.073 eV
Net charge = +1
HOMO-LUMO gap = 6.51 eV
2S+1 = 1
Energy relative to the best compared isomer or geometry (same formula, charge and spin) = 52.6 kcal per mole
Highest occupied orbital energy = -10.58 eV

Each line ends with the Mulliken charge.
Positions of all 60 atoms, in Å:
C -2.61 3.44 0.71  -0.7008
O -1.24 3.64 0.30  -0.3374
C -0.68 2.52 -0.18  -0.1479
O -1.31 1.49 -0.36  -0.5257
C 0.78 2.75 -0.52  0.8059
C 0.93 3.66 -1.76  -0.6518
C 2.02 3.02 -2.61  -0.6698
C 2.55 1.83 -1.80  -0.7554
N 1.50 1.53 -0.82  0.6715
C 1.86 0.76 0.31  0.3797
C 0.97 -0.09 0.92  -0.3772
C 1.37 -0.96 2.06  -0.3140
C 2.84 -0.85 2.49  -1.0576
C 3.38 0.57 2.34  -1.0622
C 3.23 1.05 0.89  -0.8506
H -2.93 4.41 1.08  0.2763
H -3.22 3.12 -0.15  0.2822
H -2.67 2.68 1.50  0.2724
H 1.22 3.26 0.36  0.2198
H -0.02 3.75 -2.31  0.3314
H 1.21 4.65 -1.39  0.3987
H 1.61 2.67 -3.57  0.2701
H 2.83 3.72 -2.83  0.3249
H 2.79 0.95 -2.41  0.3253
H 3.48 2.15 -1.30  0.3654
H -0.09 0.07 0.67  0.0982
H 0.70 -0.74 2.91  0.3112
H 1.23 -2.02 1.84  -0.0036
H 2.94 -1.19 3.53  0.4348
H 3.43 -1.54 1.86  0.3346
H 2.81 1.24 3.01  0.3442
H 4.43 0.62 2.66  0.4428
H 4.00 0.57 0.26  0.3294
H 3.46 2.13 0.87  0.4561
C -4.99 -1.75 2.34  -0.7608
N -4.13 -1.63 1.17  0.1151
C -4.72 -1.71 -0.15  -0.8155
C -2.81 -1.51 1.30  -0.5798
C -1.95 -1.43 0.19  -0.1284
C -0.63 -1.87 0.32  -1.1271
C 0.18 -2.27 -0.82  1.1822
C 1.05 -3.37 -0.73  -0.4593
C 1.79 -3.75 -1.85  -0.7275
C 1.70 -3.00 -3.04  -0.4596
C 0.88 -1.87 -3.10  -0.6023
C 0.12 -1.50 -1.99  -0.2236
H -6.01 -1.92 1.99  0.2349
H -4.66 -2.58 2.97  0.3422
H -4.97 -0.83 2.95  0.3312
H -5.81 -1.78 -0.03  0.3139
H -4.47 -0.83 -0.76  0.3260
H -4.35 -2.60 -0.68  0.3197
H -2.40 -1.54 2.32  0.5334
H -2.34 -1.06 -0.76  0.2770
H -0.44 -2.36 1.28  0.9791
H 1.13 -3.91 0.21  0.3652
H 2.43 -4.63 -1.79  0.4066
H 2.30 -3.28 -3.90  0.4059
H 0.83 -1.26 -4.00  0.4436
H -0.49 -0.59 -1.99  0.0874